11
Properties=species:S:1:pos:R:3 method="wB97M-V/def2-TZVPD" smiles="C=C=C1N[C@H]1C#N" e_homo_ev=-9.52 total_charge=0 e_tot_ev=-8225.8555
C 2.49444 -0.19369 -0.52058
C 1.34200 -0.01672 0.06393
C 0.08474 -0.16712 0.30308
N -0.87771 -1.04835 0.82654
C -1.27706 -0.03281 -0.19579
C -2.11779 1.08514 0.17089
N -2.81315 1.96925 0.44031
H 3.43512 0.29646 -0.31163
H 2.46011 -0.93878 -1.31220
H -1.19870 -0.80028 1.76033
H -1.47994 -0.45510 -1.17809

---

40
Properties=species:S:1:pos:R:3 method="wB97M-V/def2-TZVPD" e_homo_ev=-5.51 total_charge=0 e_tot_ev=-35845.6615
Rb -0.82640 -2.68639 -1.21266
C -3.56654 0.29929 3.52030
O -4.52880 1.32830 3.19471
O -3.51773 -0.41336 2.34390
C -2.30573 0.94347 4.14314
F -1.26166 0.13629 3.87350
F -1.92521 2.15672 3.73011
F -2.42564 1.11388 5.46982
C -5.20254 2.05344 4.22308
C -6.41867 2.74120 3.64340
H -5.96224 3.34654 2.86025
H -7.17408 2.19708 3.07648
H -6.82936 3.44071 4.37150
H -4.53535 2.77560 4.69368
H -5.60097 1.44760 5.03690
H -4.03335 -0.37664 4.23675
C 2.33115 1.28604 -0.06872
O 1.34104 1.02288 -1.06313
C 1.05304 2.06958 -1.92354
O 1.48608 3.26866 -1.78914
O 0.07578 1.62725 -2.72486
C -0.42936 2.52136 -3.67775
H 1.94065 2.10436 0.53623
H 3.26595 1.58630 -0.54211
H 2.47708 0.41331 0.56779
H -0.27080 3.58139 -3.47954
H -1.51764 2.56796 -3.63812
H -0.13302 2.28911 -4.70066
C 3.15626 -5.45423 -3.78843
O 4.35224 -4.93920 -3.28568
C 4.44209 -3.73857 -2.74896
O 3.42952 -3.14188 -2.37250
O 5.78469 -3.36082 -2.73605
C 6.14106 -2.13532 -2.16414
H 2.36608 -5.31547 -3.05055
H 3.25511 -6.53849 -3.84039
H 2.97673 -5.00015 -4.76295
H 5.35026 -1.39571 -2.28949
H 6.99988 -1.60905 -2.58076
H 6.24031 -2.21306 -1.08146

---

44
Properties=species:S:1:pos:R:3 method="wB97M-V/def2-TZVPD" e_homo_ev="-5.07 / -4.96" spin_multiplicity=2 total_charge=-1 e_tot_ev=-238727.8536
Ru -0.17772 -0.00805 -0.52895
O -2.23249 -1.49573 2.47563
S -1.45706 -0.90978 1.42262
O -2.20583 0.19288 0.69000
O -0.16624 -0.28610 1.84827
O -1.08325 -1.87077 0.32397
S 0.10490 0.48917 -5.12133
C -0.36528 0.37246 -3.58169
N -0.76248 0.33572 -2.47510
C -4.38091 2.65231 1.26569
Ge -3.75938 2.44845 -0.57499
C -4.28530 0.91744 -1.65240
C -4.60157 3.98894 -1.50536
C -1.85276 2.95912 -0.78688
Se -0.62509 2.29462 0.57875
C 0.82456 3.49899 0.06425
H -5.47078 2.71965 1.27501
H -3.96990 3.57850 1.67297
H -4.05977 1.81467 1.88540
H -5.36910 0.78785 -1.60477
H -3.79662 0.00909 -1.30260
H -3.99556 1.10390 -2.68676
H -5.69174 3.89272 -1.51614
H -4.25787 4.04974 -2.54290
H -4.35109 4.93258 -1.00961
H -1.79237 4.04760 -0.76569
H -1.48389 2.59994 -1.74367
H 0.52695 4.53037 0.24181
H 1.05997 3.33366 -0.98309
H 1.68544 3.24032 0.67636
C 4.50641 1.42752 1.12526
Si 4.29142 0.19069 -0.25596
C 4.70713 -1.53974 0.29598
C 5.27149 0.69546 -1.75081
Se 2.11020 0.12099 -0.88201
H 5.53541 1.43701 1.50310
H 3.83180 1.17667 1.94706
H 4.25545 2.43128 0.77212
H 5.74768 -1.64363 0.62543
H 4.52468 -2.23496 -0.52712
H 4.04481 -1.81877 1.11869
H 6.34322 0.70386 -1.52458
H 4.97239 1.69276 -2.08176
H 5.08758 0.00268 -2.57495

---

57
Properties=species:S:1:pos:R:3 method="wB97M-V/def2-TZVPD" smiles="O=C1OC[C@@H](F)O1.O=C1OC[C@@H](F)O1.O=C1OC[C@@H](F)O1.O=C1OC[C@@H](F)O1.O=C1OC[C@@H](F)O1.C[N+](=O)[O-]" e_homo_ev=-11.18 total_charge=0 e_tot_ev=-66764.0943
O -0.54979 1.64918 6.17537
C -0.95476 0.64266 5.58815
O -0.86646 0.33406 4.25635
C -1.43533 -0.96884 3.98148
C -2.31358 -1.20798 5.16919
F -2.05612 -2.36997 5.69622
O -1.82012 -0.23030 6.15041
H -1.98044 -0.83313 3.04737
H -0.64372 -1.68690 3.76740
H -3.39387 -1.10500 5.06693
O 5.87916 1.27720 -3.51424
C 4.81871 0.75054 -3.20560
O 3.73291 0.85484 -4.01889
C 2.61818 0.17596 -3.46739
C 3.07734 -0.16965 -2.03385
F 2.63901 -1.38555 -1.81629
O 4.50151 -0.08597 -2.13764
H 1.79749 0.89301 -3.48754
H 2.37289 -0.70457 -4.06118
H 2.70779 0.45231 -1.21857
O 2.79310 3.26550 -1.41719
C 2.63791 3.15865 -0.22083
O 3.55473 3.27351 0.72784
C 2.94103 3.42025 1.92964
C 1.58711 2.80711 1.77446
F 0.67182 3.52563 2.48504
O 1.47219 2.96007 0.39575
H 3.52060 2.93930 2.71761
H 2.87045 4.50771 1.95323
H 1.53914 1.75642 2.06052
O -1.87060 -3.96836 -1.05231
C -1.16357 -4.64945 -1.75010
O -1.42869 -5.09422 -2.92857
C -0.50006 -6.02549 -3.53250
C 0.74144 -5.61272 -2.67717
F 1.30218 -4.67340 -3.45858
O 0.08361 -5.00431 -1.50590
H -0.59211 -7.03083 -3.12154
H -0.31339 -6.01141 -4.60631
H 1.42790 -6.44309 -2.51183
O -6.15145 2.73869 -0.70244
C -4.97186 2.90750 -0.61758
O -4.04669 2.28151 -1.33024
C -2.81824 2.98800 -1.16488
C -3.01214 3.50054 0.31816
F -2.54018 4.74447 0.55201
O -4.38701 3.61094 0.37864
H -1.96820 2.33238 -1.35381
H -2.80377 3.74702 -1.94705
H -2.52326 2.82646 1.02152
C -0.62875 -1.33332 0.09221
N -0.48748 0.13625 -0.28375
O -0.19257 0.30587 -1.47866
O -0.78622 0.94034 0.61240
H 0.14108 -2.00333 -0.29060
H -1.62031 -1.69204 -0.18390
H -0.60854 -1.41404 1.17903

---

15
Properties=species:S:1:pos:R:3 method="wB97M-V/def2-TZVPD" smiles="CNCC=O.O" e_homo_ev=-9.21 total_charge=0 e_tot_ev=-8841.0013
C 1.34189 0.27942 -0.98932
N 0.13570 -0.54697 -1.06080
C -0.93630 -0.23763 -0.14109
C -1.19258 1.19853 0.26368
O -1.09823 2.14563 -0.46379
H 2.06209 -0.13063 -0.27446
H 1.85119 0.35510 -1.94934
H 1.15131 1.28845 -0.62483
H -0.18390 -0.56692 -2.01475
H -0.82699 -0.79613 0.79512
H -1.88539 -0.51474 -0.61328
H -1.54712 1.32030 1.31288
O 1.22394 -2.27372 1.98298
H 0.72604 -1.95177 1.22342
H 2.14457 -2.27520 1.68110

---

73
Properties=species:S:1:pos:R:3 method="wB97M-V/def2-TZVPD" e_homo_ev=-2.52 total_charge=-2 e_tot_ev=-69504.8499
C 0.68962 3.39656 -3.10683
C -0.66275 3.31830 -2.40357
C -1.63239 2.47465 -3.22413
C -0.45253 2.68914 -1.01989
N -1.69924 2.54740 -0.29824
C -2.18633 1.22884 0.04958
C -1.11958 0.22756 0.54889
O -1.55924 -0.36349 1.73879
P -0.35717 -0.96409 2.74835
O 0.80560 -0.02477 2.73403
O -1.02457 -1.30213 4.03932
O 0.05112 -2.34023 1.99597
C -0.80281 -0.81011 -0.56404
C -1.84661 -1.95287 -0.53255
C -1.58019 -2.89631 -1.65230
C -2.25919 -2.80057 -2.86143
C -1.96057 -3.64723 -3.91410
C -0.96439 -4.59893 -3.77860
C -0.27187 -4.69533 -2.58239
C -0.57988 -3.85713 -1.52764
N 0.52973 -1.32389 -0.42664
C 1.38946 -0.88286 -1.30152
O 1.24070 -0.10894 -2.25159
O 2.69946 -1.38741 -1.16763
C 3.03645 -2.04175 0.02568
C 4.32440 -2.86348 -0.18756
C 5.36565 -2.08115 0.61672
O 4.66332 -1.49721 1.68399
C 3.43190 -1.04027 1.13733
S -2.11286 3.74764 0.76776
O -3.55894 3.82253 0.79600
O -1.43962 4.95977 0.35297
C -1.53424 3.21421 2.35204
C -0.19420 3.35593 2.66857
C 0.33596 2.64882 3.72461
C -0.45210 1.72610 4.42218
N 0.07020 0.89254 5.38793
C -1.82547 1.67651 4.15518
C -2.35801 2.40692 3.11990
H 1.37284 4.03793 -2.55376
H 1.11765 2.39739 -3.16091
H 0.58101 3.79305 -4.11623
H -1.08004 4.32218 -2.26384
H -2.59394 2.41759 -2.72054
H -1.22756 1.47120 -3.33523
H -1.77940 2.90663 -4.21471
H 0.22060 3.32738 -0.44043
H 0.02061 1.71591 -1.15366
H -2.93300 1.36657 0.83181
H -2.69616 0.81172 -0.82828
H -0.18574 0.76354 0.77198
H 0.36535 -2.03099 1.10834
H -0.89941 -0.29138 -1.53602
H -1.75962 -2.45600 0.42936
H -2.84293 -1.51126 -0.61420
H -3.02841 -2.04829 -2.98006
H -2.50155 -3.56025 -4.84910
H -0.72480 -5.25792 -4.60460
H 0.51616 -5.43017 -2.47609
H -0.04003 -3.92187 -0.59630
H 2.20417 -2.67400 0.34520
H 4.56788 -2.91769 -1.24643
H 4.20736 -3.86992 0.21466
H 6.16090 -2.70483 1.03633
H 5.81667 -1.29899 -0.01665
H 2.69268 -0.95306 1.93286
H 3.57363 -0.05604 0.66970
H 0.41963 4.00124 2.05725
H 1.39188 2.71199 3.94564
H 1.07112 0.78879 5.26645
H -0.36491 -0.03005 5.25636
H -2.43557 0.98154 4.70969
H -3.40591 2.34481 2.86626

---

39
Properties=species:S:1:pos:R:3 method="wB97M-V/def2-TZVPD" e_homo_ev="-8.90 / -13.11" spin_multiplicity=8 total_charge=+1 e_tot_ev=-164328.1724
Ni 2.05143 -0.28201 -3.09831
Ni -0.89262 -1.06022 -2.28649
Ni -0.31894 1.77716 -3.58563
O 1.35331 1.03676 -4.42331
H 1.81341 1.26978 -5.25308
O -1.58177 0.24117 -3.64604
H -2.52981 0.38446 -3.83371
O 0.48585 0.55827 -1.91287
H 0.91000 1.02419 -1.16619
O 0.67682 -1.79266 -3.20175
H 0.78310 -2.18050 -4.09215
C -0.67806 1.66008 1.18159
C -2.19221 1.67013 1.37994
O -2.47149 2.47403 2.45782
C -3.70558 2.64805 2.82416
O -4.66211 2.00046 2.41224
C -3.81890 3.79256 3.89095
F -2.68160 4.43266 3.97798
F -4.85887 4.55601 3.45260
F -4.08667 3.25076 5.08276
H -0.21951 2.60735 0.89784
H -0.45318 0.96941 0.36888
H -0.24058 1.21746 2.07647
H -2.56318 0.67146 1.61049
H -2.64351 1.96821 0.43359
C 0.39211 -2.87729 1.44641
C 0.98858 -2.25800 0.29455
O 2.41745 -2.51169 0.29932
C 3.32027 -2.07565 -0.66521
O 2.99937 -1.40680 -1.61167
C 4.75521 -2.58443 -0.18664
F 4.60498 -3.34591 0.91103
F 5.34870 -3.28023 -1.12113
F 5.51096 -1.51572 0.11228
H 0.10958 -3.86431 1.08025
H -0.48973 -2.36855 1.83585
H 1.04118 -2.97975 2.31607
H 0.92809 -1.17337 0.38424
H 0.59796 -2.65332 -0.64313

---

76
Properties=species:S:1:pos:R:3 method="wB97M-V/def2-TZVPD" e_homo_ev="-4.29 / -4.29" spin_multiplicity=2 total_charge=-1 e_tot_ev=-161599.9399
Yb -0.24112 0.01541 -0.15319
C -0.01046 -0.11600 -3.79937
C -0.80762 -1.37379 -3.63609
C -0.52472 -2.48616 -4.41832
C -1.23083 -3.66960 -4.26811
C -2.26410 -3.72633 -3.34596
C -2.58760 -2.62820 -2.55548
C -3.72592 -2.73504 -1.58351
C -1.83152 -1.44854 -2.67865
N -1.95800 -0.40936 -1.73087
C -3.13860 0.21645 -1.62131
O -4.11390 0.13666 -2.37012
C -3.25958 1.07980 -0.37007
C -4.38185 1.85360 -0.11844
C -4.44438 2.54150 1.08580
C -3.41072 2.43670 2.00373
C -2.30915 1.66102 1.66687
N -2.26028 1.01946 0.50576
C -1.10648 1.51947 2.59138
O -1.20385 1.99802 3.72285
N -0.05658 0.89177 2.03511
C 1.17892 1.01952 2.72613
C 1.73255 2.28878 2.95424
C 1.03364 3.54709 2.53007
C 2.98148 2.37593 3.55620
C 3.68984 1.24499 3.92707
C 3.15026 -0.00136 3.67032
C 1.90686 -0.12671 3.06501
C 1.39075 -1.49393 2.72109
H 0.55068 -0.14047 -4.73492
H 0.71178 0.03769 -2.99166
H -0.64557 0.76922 -3.78582
H 0.26664 -2.41712 -5.15707
H -0.99105 -4.53322 -4.87606
H -2.83843 -4.63897 -3.23015
H -3.93189 -3.77991 -1.34343
H -4.62745 -2.27767 -1.99414
H -3.51155 -2.19237 -0.66101
H -5.16746 1.88289 -0.85954
H -5.30659 3.15751 1.31173
H -3.41318 2.93711 2.96111
H 0.46736 3.39409 1.60939
H 1.76673 4.33291 2.34464
H 0.33203 3.88173 3.29670
H 3.40931 3.35964 3.71253
H 4.66573 1.33813 4.38679
H 3.70620 -0.89877 3.91662
H 1.95263 -2.26236 3.25457
H 1.53134 -1.68992 1.65006
H 0.33400 -1.59944 2.96488
O 3.77992 0.06879 0.27056
C 2.82868 0.66756 -0.20606
O 1.76101 0.05467 -0.63429
C 2.82910 2.16986 -0.36358
C 4.03768 2.78244 -0.01928
C 4.23754 4.14239 -0.12988
C 3.19059 4.92422 -0.61030
C 1.98794 4.34026 -0.93769
C 1.74675 2.95737 -0.81401
S 0.08866 2.48693 -1.21930
H 4.82000 2.13222 0.34949
H 5.18534 4.58515 0.14863
H 3.31053 5.99612 -0.71926
H 1.16849 4.95661 -1.28606
Se -2.39225 -2.91281 2.04839
N -1.77168 -4.48699 1.49043
C -0.89398 -4.24545 0.53896
C -0.08633 -5.19040 -0.18176
C 0.80515 -4.69748 -1.07255
C 0.93058 -3.27168 -1.29839
N 0.19039 -2.39215 -0.70578
C -0.71067 -2.86672 0.21428
N -1.41889 -1.99091 0.88804
H -0.19777 -6.24904 0.00561
H 1.44824 -5.35239 -1.64241
H 1.66673 -2.90042 -2.00118